[1]
Here is a molecular structure, C31H51Cl2N2OPPr at a distorted geometry from the Open Molecules 2025 dataset. Energies are from ωB97M-V with the def2-TZVPD basis set.

Summary:
HOMO level (alpha / beta) (Eh): -0.082 / -0.082
HOMO-LUMO gap (alpha / beta) (eV): 4.556 / 4.562
<S²>: 2.01
Lowest unoccupied orbital energy (alpha / beta) (Ha): 0.086 / 0.086

The geometry in ORCA input format:
```
! RIJCOSX wB97M-V def2-TZVPD def2/J DEFGRID3
* xyz -1 3
P -1.19 -2.64 -3.52
C -2.85 -2.10 -4.23
C -3.39 -2.77 -5.51
C -4.65 -2.04 -6.01
C -5.73 -2.00 -4.93
C -5.20 -1.36 -3.63
C -3.94 -2.08 -3.14
C -1.39 -4.39 -2.87
C -2.16 -5.42 -3.71
C -2.02 -6.82 -3.10
C -2.51 -6.85 -1.65
C -1.77 -5.80 -0.80
C -1.89 -4.40 -1.42
C -0.21 -2.94 -5.09
C -0.06 -1.61 -5.86
C 0.78 -1.78 -7.14
C 2.15 -2.37 -6.82
C 2.02 -3.70 -6.06
C 1.18 -3.52 -4.78
H -2.65 -1.04 -4.48
H -3.63 -3.81 -5.31
H -2.63 -2.77 -6.30
H -5.03 -2.53 -6.91
H -4.38 -1.01 -6.29
H -6.61 -1.45 -5.29
H -6.07 -3.02 -4.71
H -4.96 -0.31 -3.82
H -5.97 -1.39 -2.85
H -3.55 -1.61 -2.23
H -4.20 -3.12 -2.88
H -0.34 -4.72 -2.83
H -0.97 -7.13 -3.14
H -1.80 -5.42 -4.75
H -3.22 -5.14 -3.73
H -2.59 -7.55 -3.70
H -2.37 -7.85 -1.22
H -3.59 -6.63 -1.62
H -2.16 -5.80 0.22
H -0.70 -6.07 -0.74
H -1.33 -3.67 -0.82
H -2.94 -4.08 -1.39
H -0.75 -3.65 -5.74
H -1.04 -1.20 -6.11
H 0.43 -0.88 -5.20
H 0.24 -2.45 -7.83
H 0.88 -0.81 -7.64
H 2.72 -1.66 -6.21
H 2.73 -2.52 -7.75
H 3.00 -4.09 -5.80
H 1.53 -4.44 -6.71
H 1.08 -4.49 -4.28
H 1.70 -2.85 -4.09
Pr 0.00 0.00 0.00
Cl 1.26 -1.91 -0.19
Cl -1.50 1.25 -1.21
C -0.47 0.13 1.77
H 0.15 0.64 2.52
C -1.62 -0.57 2.31
C -1.68 -0.84 3.69
C -2.75 -1.55 4.23
C -3.78 -2.01 3.41
C -3.74 -1.74 2.03
C -2.68 -1.03 1.49
H -0.88 -0.49 4.33
H -2.77 -1.75 5.30
H -4.55 -2.07 1.39
H -2.67 -0.78 0.43
H -4.61 -2.56 3.83
C 2.61 0.52 2.43
N 2.56 1.95 2.18
C 3.11 2.83 3.21
C 4.07 3.79 2.56
C 3.29 4.62 1.54
N 2.39 3.82 0.71
C 1.83 4.49 -0.46
C 2.06 2.51 1.03
O 1.28 1.93 0.26
H 3.67 0.22 2.57
H 2.21 -0.06 1.59
H 2.08 0.27 3.38
H 2.28 3.41 3.68
H 3.60 2.25 4.02
H 4.86 3.19 2.05
H 4.55 4.46 3.31
H 4.05 5.15 0.91
H 2.68 5.39 2.06
H 1.26 5.38 -0.14
H 2.66 4.81 -1.12
H 1.16 3.84 -1.05
*
```

---

[2]
Here is a molecular structure, C11H25NO3P2Ti at a distorted geometry from the Open Molecules 2025 dataset. Energies are from ωB97M-V with the def2-TZVPD basis set.

Summary:
HOMO level (alpha / beta) (Eh): -0.405 / -0.395
HOMO-LUMO gap (alpha / beta) (eV): 6.472 / 6.886
<S²>: 1.25
Lowest unoccupied orbital energy (alpha / beta) (Ha): -0.167 / -0.142

The geometry in ORCA input format:
```
! RIJCOSX wB97M-V def2-TZVPD def2/J DEFGRID3
* xyz 1 2
Ti 0.57 0.01 0.82
H -2.31 -0.37 0.32
H -2.34 0.32 0.61
P 0.05 -2.17 -0.29
P -0.03 2.17 -0.59
C 1.44 3.15 -0.26
H 1.34 4.04 -0.91
H 1.49 3.46 0.81
H 2.35 2.58 -0.53
C -0.37 2.55 -2.32
H -1.34 2.14 -2.63
H -0.37 3.63 -2.42
H 0.41 2.12 -2.96
C -1.38 3.05 0.28
H -1.07 3.28 1.33
H -1.56 3.99 -0.29
H -2.29 2.42 0.27
C -0.09 -2.40 -2.08
H -0.16 -3.46 -2.33
H -0.98 -1.88 -2.46
H 0.79 -1.96 -2.58
C 1.40 -3.27 0.20
H 1.48 -3.31 1.29
H 1.20 -4.28 -0.19
H 2.35 -2.91 -0.21
C -1.41 -3.02 0.40
H -2.32 -2.52 0.06
H -1.42 -4.07 0.06
H -1.38 -2.99 1.49
C 2.44 0.09 0.39
O 3.55 0.06 -0.04
H -0.16 0.40 -0.77
O 0.76 3.48 2.94
C 0.66 2.35 3.38
C 0.70 1.89 4.82
C 0.52 0.38 4.78
C 0.35 0.10 3.32
O 0.16 -0.99 2.68
N 0.48 1.21 2.58
H 1.65 2.20 5.28
H -0.09 2.40 5.40
H 1.42 -0.13 5.13
H -0.32 0.05 5.40
*
```